DFT (the ωB97M-V functional and the def2-TZVPD basis) results for a 2-piece molecular cluster, C4H12NO2 overall in a non-equilibrium geometry.

Geometry (Å):
C: -1.32033 -0.49757 1.10335
O: -1.72521 0.50779 1.94578
C: -0.18143 -0.01206 0.18972
C: 0.40019 -1.17712 -0.69787
C: 1.86543 -0.83991 -1.08747
N: 2.03876 0.44747 -1.80258
H: -1.06898 -1.46695 1.52364
H: -2.08701 -0.97432 0.42102
H: -0.32759 0.94504 -0.32138
H: 0.69254 0.14211 0.84248
H: 0.44393 -2.19791 -0.28059
H: -0.14191 -1.18195 -1.66721
H: 2.20767 -1.62103 -1.79738
H: 2.51063 -0.88951 -0.20081
H: 1.14816 0.93987 -1.70973
H: 2.53228 1.03801 -1.12777
H: -1.74476 2.72031 1.63455
H: -2.54201 1.48174 1.49470
O: -2.70037 2.63598 1.53755

Cartesian forces, eV/Å:
-0.9 1.0 -1.3
-0.2 -1.7 -0.3
1.7 -2.4 0.9
0.5 1.7 -1.4
-0.3 -1.0 -0.8
-0.3 0.8 1.4
1.1 -0.2 1.2
-0.4 1.0 -0.1
-0.6 -0.4 -0.1
-0.3 0.5 0.4
-0.6 0.6 0.2
0.0 -0.5 0.4
0.0 0.1 0.5
-0.1 0.1 -0.1
-0.2 -0.3 -0.6
0.5 -0.1 -0.5
-0.1 0.5 0.1
0.3 1.6 0.8
-0.1 -1.2 -0.7

For the molar mass, the calculation gives 106.1 g/mol. As for the LUMO energy: 3.727 eV. The energy relative to the best compared isomer or geometry (same formula, charge and spin) is 1.301 eV. The spin multiplicity is 1. For the total energy, the calculation gives -9926.923 eV. The charge is -1.

***

DFT (the ωB97M-V functional and the def2-TZVPD basis) results for C36H12F15GeI2N4O2SSn as an isolated structure in a non-equilibrium geometry.

Geometry (Å):
Sn: 0.43813 1.41976 1.30280
O: -0.35931 4.76539 3.75571
C: -0.34380 3.88380 2.92461
N: 0.58354 2.90597 2.78248
C: 1.46717 2.56145 3.83533
C: 1.32857 2.85895 5.19236
C: 2.29741 2.39568 6.05755
C: 3.35686 1.60980 5.60310
C: 3.46344 1.27353 4.27147
C: 2.50786 1.78665 3.39360
N: 2.40005 1.57414 2.00903
C: 3.42834 1.20734 1.21536
O: 4.60711 1.13032 1.48297
C: 2.98415 1.10002 -0.22354
C: 3.86793 0.71695 -1.20934
C: 3.41754 0.67289 -2.51768
C: 2.09651 0.99893 -2.79101
C: 1.25703 1.33237 -1.74980
N: 1.70637 1.40441 -0.48621
C: -1.36800 3.88922 1.82667
C: -2.31219 4.88732 1.75295
C: -3.26818 4.81416 0.75404
C: -3.25560 3.73676 -0.11406
C: -2.27613 2.77116 0.02076
N: -1.33006 2.85479 0.97605
H: 0.49870 3.45642 5.53581
H: 2.23589 2.64196 7.10859
H: 4.09609 1.25696 6.30832
H: 4.26647 0.65420 3.90211
H: 4.88261 0.47973 -0.92234
H: 4.08792 0.38918 -3.31843
H: 1.72237 0.98818 -3.80361
H: 0.21513 1.57242 -1.91387
H: -2.27493 5.68284 2.48250
H: -4.02188 5.58446 0.66135
H: -3.99757 3.62594 -0.89036
H: -2.24265 1.91201 -0.62556
F: 0.21712 -4.27714 -2.35931
C: 1.11587 -3.89510 -1.44623
C: 0.91327 -2.72326 -0.73686
C: 1.90151 -2.39678 0.17811
F: 1.80332 -1.30596 0.96766
C: 3.03944 -3.15950 0.37230
F: 3.95738 -2.78991 1.25505
C: 3.20323 -4.32015 -0.36736
F: 4.28085 -5.06629 -0.19763
C: 2.23235 -4.69666 -1.28103
F: 2.38488 -5.80474 -1.98920
Ge: -0.69600 -1.71518 -1.07519
S: -1.12365 -0.10248 0.41436
C: -0.78625 -1.02221 -2.87619
C: 0.12712 -1.27397 -3.88690
F: 1.20152 -2.04811 -3.68289
C: -0.00299 -0.75153 -5.16551
F: 0.90404 -1.01897 -6.09508
C: -1.08411 0.06210 -5.46419
F: -1.22239 0.56942 -6.67544
C: -2.01978 0.34199 -4.47932
F: -3.05708 1.12305 -4.74748
C: -1.85003 -0.20161 -3.22032
F: -2.78438 0.10491 -2.30528
C: -2.22025 -2.82118 -0.70027
C: -2.32722 -3.36725 0.57193
F: -1.34108 -3.19578 1.46352
C: -3.43000 -4.09048 0.98973
F: -3.49202 -4.59275 2.21496
C: -4.48148 -4.27956 0.10686
F: -5.54761 -4.96385 0.48522
C: -4.41247 -3.75690 -1.17538
F: -5.41595 -3.94489 -2.02079
C: -3.28911 -3.04410 -1.55635
F: -3.27876 -2.58618 -2.81447
I: -4.31351 0.06383 2.58511
I: -5.26871 0.15112 0.12413

Cartesian forces, eV/Å:
0.5 1.2 0.2
-0.1 -0.1 0.2
0.3 0.4 -0.1
-1.3 -0.2 0.9
-0.5 0.6 0.3
-0.1 0.1 -0.3
0.1 -0.1 0.1
-0.1 0.1 0.2
-0.1 0.0 -0.4
0.7 -0.3 -0.3
0.8 -1.8 -0.2
0.1 0.6 0.0
0.0 -0.3 0.1
0.0 -0.1 0.2
0.0 0.0 -0.1
0.1 0.0 0.0
0.0 0.0 0.0
0.2 0.3 0.0
-0.2 -0.1 -0.8
0.2 -0.4 0.1
-0.1 0.0 0.0
-0.1 0.1 0.1
0.0 -0.2 -0.1
0.2 0.4 0.2
-0.4 0.2 -0.8
0.1 0.0 0.0
0.0 0.0 0.0
0.0 0.0 0.0
0.0 0.0 0.0
0.0 0.0 0.0
0.0 0.0 0.0
0.0 0.0 0.0
0.0 0.0 0.0
0.0 0.0 0.0
0.0 0.0 0.0
0.0 0.0 0.0
0.0 -0.1 -0.1
-0.2 0.1 0.0
0.2 -0.2 -0.1
0.5 0.0 0.2
0.1 0.0 0.2
-0.1 0.1 -0.1
-0.1 -0.1 -0.1
0.0 0.0 0.0
0.1 0.0 0.1
-0.1 0.0 0.0
0.0 0.1 0.0
0.0 0.0 0.0
0.3 -0.2 0.2
-0.4 -0.4 0.4
0.0 0.3 -0.3
0.1 -0.2 -0.2
-0.1 0.1 0.2
-0.1 0.0 0.1
0.0 0.0 0.0
0.0 0.0 0.0
0.0 0.0 0.1
0.1 0.0 0.0
0.0 0.0 0.0
-0.1 0.2 -0.1
0.1 -0.1 0.1
-0.4 -0.2 0.2
-0.1 -0.1 0.2
0.1 0.1 -0.1
0.0 0.1 -0.1
0.0 0.0 0.0
-0.1 0.0 0.0
0.1 0.0 0.0
0.1 0.0 0.1
0.0 0.0 0.0
-0.2 -0.1 -0.1
0.1 0.1 0.0
0.0 0.0 0.1
0.0 0.0 -0.1

For the molar mass, the calculation gives 1294.7 g/mol. As for the LUMO energy: -4.251 eV. The energy relative to the best compared isomer or geometry (same formula, charge and spin) is 0.000 eV. The spin multiplicity is 1. For the total energy, the calculation gives -177722.544 eV. The charge is +1.

***

DFT (the ωB97M-V functional and the def2-TZVPD basis) results for one molecule with the formula C5H7Br in a non-equilibrium geometry.

Geometry (Å):
C: 2.25109 -1.13999 0.37035
C: 1.36191 -0.48861 -0.55475
C: 0.29044 0.01722 -0.67953
C: -1.03341 0.11919 -0.20828
C: -1.76962 1.45684 -0.60236
Br: -0.90162 -0.56660 1.89511
H: 3.32377 -1.21797 0.19890
H: 1.81630 -2.05727 0.65888
H: 2.15709 -0.56667 1.28487
H: -1.69191 -0.72989 -0.34351
H: -2.21920 1.84098 0.41876
H: -2.58035 1.16819 -1.35172
H: -1.00449 2.16457 -1.08673

Cartesian forces, eV/Å:
1.5 0.7 0.5
0.9 -0.1 0.3
-0.7 -0.6 -0.2
-1.7 0.8 0.0
0.0 -0.2 1.7
-0.2 1.1 -0.9
-0.2 -0.1 -0.5
-0.2 -1.4 -0.1
0.1 0.4 0.3
0.3 0.0 -0.7
0.7 -0.2 -2.4
1.0 0.6 1.1
-1.4 -0.9 1.0

For the molar mass, the calculation gives 147.0 g/mol. As for the SMILES: CC#C[C@H](C)Br. As for the LUMO energy: -0.470 eV. The energy relative to the best compared isomer or geometry (same formula, charge and spin) is 2.412 eV. The spin multiplicity is 1. For the total energy, the calculation gives -75337.407 eV.

***

DFT (the ωB97M-V functional and the def2-TZVPD basis) results for an isolated ion of composition C9H15N3OPS and charge +1 in a non-equilibrium geometry.

Geometry (Å):
C: 4.76435 0.35558 -0.74799
N: 3.34821 0.08751 -0.44252
C: 3.26428 -0.95625 0.30831
C: 1.98486 -1.57928 0.86832
O: 0.97596 -1.79261 -0.08265
P: -0.59343 -2.27841 0.33465
S: -1.63937 -2.92516 -1.11832
N: -1.47340 -0.85784 1.09740
C: -2.50411 -0.13764 0.47329
C: -3.68949 0.28369 1.20281
C: -4.72222 1.00890 0.64149
C: -4.54660 1.45648 -0.59913
C: -3.28312 1.17147 -1.26316
N: -2.34477 0.42500 -0.73419
C: -1.02858 0.24231 -1.49973
H: 5.36243 -0.41800 -0.30100
H: 4.78600 0.24438 -1.90478
H: 4.90801 1.42195 -0.61912
H: 4.15345 -1.48084 0.82058
H: 2.19011 -2.51171 1.28377
H: 1.60261 -0.89947 1.66190
H: -0.09412 -2.99711 1.57797
H: -1.88453 -1.22898 1.98170
H: -3.82397 -0.18638 2.17313
H: -5.61207 1.30122 1.12750
H: -5.36523 2.04756 -1.06723
H: -3.19950 1.72115 -2.25131
H: -1.01465 0.96771 -2.28020
H: -0.14956 0.38261 -0.88199
H: -1.02792 -0.84235 -1.78693

Cartesian forces, eV/Å:
-1.9 0.3 -3.3
0.3 -2.6 1.6
0.0 0.4 0.4
-0.3 2.3 0.3
-3.5 -0.2 -1.1
2.6 1.2 1.1
0.2 -0.8 0.4
-0.3 -1.5 0.2
-1.6 1.1 2.0
1.4 -2.3 0.0
1.2 -0.7 1.3
1.9 0.7 -3.8
-4.4 2.8 -1.0
2.6 -0.3 -0.7
-0.9 -1.3 0.6
1.0 0.4 0.3
0.4 0.0 1.8
0.7 -0.1 0.6
-0.9 0.9 -1.1
0.8 -1.6 1.0
0.3 -0.3 -0.2
-1.4 0.7 -1.4
0.8 0.5 -0.7
0.1 0.3 0.0
-0.7 -0.2 1.0
1.2 -0.5 0.0
0.7 -1.3 1.2
-0.1 0.2 -0.7
-0.2 0.3 0.5
0.1 1.5 -0.5

For the molar mass, the calculation gives 244.3 g/mol. As for the SMILES: C/N=C/CO[P@H](=S)/[NH+]=c1/ccccn1C. As for the LUMO energy: -3.641 eV. The energy relative to the best compared isomer or geometry (same formula, charge and spin) is 0.000 eV. The spin multiplicity is 1. For the total energy, the calculation gives -36210.357 eV. The charge is +1.